1.
Molecular formula: C3H10N3O2
Method: DFT, ωB97M-V with the def2-TZVPD basis set

Output
Max |F| in eV/Å: 6.7
ΔE to the lowest compared entry with this formula, charge and spin in kcal per mole: 84.5
Charge: +1
Gap between HOMO and LUMO in eV: 11.29
Molar mass in g mol⁻¹: 120.1
Lowest unoccupied orbital energy in eV: -3.112

Last column: natural (NBO) charge in e.
CARTESIAN COORDINATES (ANGSTROEM)
1 C -1.848 -0.159 -0.006  0.726
2 C 2.216 0.688 0.269  -0.666
3 C 0.897 -0.123 -0.060  0.602
4 N -2.756 0.757 0.054  -0.742
5 N -0.261 0.658 0.188  -0.626
6 N -1.790 -1.429 -0.150  -0.749
7 O 0.887 -0.626 -1.441  -0.736
8 O 0.756 -1.194 0.717  -0.719
9 H 3.018 -0.051 0.778  0.235
10 H 1.871 1.387 0.961  0.235
11 H 2.770 1.029 -0.654  0.256
12 H -2.509 1.687 0.206  0.432
13 H -3.763 0.605 0.054  0.439
14 H -0.495 1.498 -0.419  0.388
15 H -2.592 -2.089 -0.038  0.443
16 H -0.833 -1.892 -0.301  0.494
17 H 1.772 -0.933 -1.604  0.484
18 H 1.198 -0.994 1.546  0.504



2.
Molecular formula: C31H38N4Tl
Method: DFT, ωB97M-V with the def2-TZVPD basis set

Output
Max |F| in eV/Å: 3.5
ΔE to the lowest compared entry with this formula, charge and spin in kcal per mole: 74.8
Charge: -1
Gap between HOMO and LUMO in eV: 4.73
Molar mass in g mol⁻¹: 671.1
Lowest unoccupied orbital energy in eV: 1.569

Last column: Löwdin charge in e.
CARTESIAN COORDINATES (ANGSTROEM)
1 Tl 1.205 0.042 -1.707  1.095
2 N -2.554 -1.367 1.302  0.088
3 N -1.153 -1.568 -1.391  -0.129
4 C 3.272 0.984 0.597  -0.337
5 C 3.273 -0.342 1.099  -0.299
6 C 2.410 -0.381 2.228  -0.250
7 C 2.185 -1.532 3.121  -0.063
8 H 2.874 -2.352 2.890  0.061
9 H 1.160 -1.918 3.033  0.042
10 H 2.338 -1.247 4.173  0.064
11 C 1.818 0.902 2.372  -0.241
12 C 0.813 1.282 3.385  -0.057
13 H 1.120 0.953 4.389  0.059
14 H -0.181 0.843 3.196  0.050
15 H 0.694 2.371 3.414  0.059
16 C 2.363 1.747 1.373  -0.276
17 C 2.024 3.164 1.129  -0.075
18 H 1.525 3.596 2.003  0.059
19 H 1.348 3.272 0.265  0.069
20 H 2.925 3.758 0.920  0.065
21 C 3.991 -1.486 0.493  -0.089
22 H 4.145 -2.283 1.232  0.060
23 H 4.973 -1.182 0.106  0.064
24 H 3.426 -1.927 -0.349  0.047
25 C 4.058 1.489 -0.556  -0.116
26 H 3.478 1.521 -1.496  -0.009
27 H 4.941 0.862 -0.737  0.065
28 H 4.398 2.517 -0.364  0.070
29 C -3.040 -1.478 2.523  -0.157
30 H -4.057 -1.114 2.696  0.118
31 C -2.489 -2.451 3.516  -0.231
32 H -3.241 -3.031 4.055  0.123
33 C -1.324 -3.192 3.030  -0.048
34 H -0.925 -4.017 3.623  0.111
35 C -0.727 -2.820 1.860  -0.077
36 H 0.181 -3.308 1.494  0.103
37 C -1.300 -1.799 1.014  -0.228
38 C -0.491 -1.444 -0.154  -0.221
39 H 0.476 -1.964 -0.152  0.056
40 C -1.844 -0.553 -1.989  -0.055
41 C -0.782 -2.481 -2.418  -0.043
42 H -0.269 -3.399 -2.181  0.131
43 C -1.153 -1.943 -3.583  -0.045
44 H -1.060 -2.340 -4.581  0.123
45 N -1.721 -0.676 -3.331  0.017
46 C -1.788 0.425 -4.215  -0.163
47 C -0.700 0.735 -5.039  -0.239
48 C -0.601 2.042 -5.542  -0.068
49 H 0.267 2.297 -6.151  0.093
50 C -1.566 3.020 -5.267  -0.306
51 C -1.384 4.427 -5.763  -0.070
52 H -0.975 5.074 -4.975  0.079
53 H -2.344 4.857 -6.070  0.072
54 H -0.694 4.458 -6.610  0.066
55 C -2.669 2.686 -4.495  -0.032
56 H -3.434 3.436 -4.287  0.109
57 C -2.819 1.386 -3.909  -0.301
58 C -3.906 1.107 -3.092  -0.053
59 H -4.075 0.108 -2.696  0.024
60 H -4.660 1.879 -2.966  0.027
61 H -2.252 0.292 -1.453  0.153
62 C 0.434 -0.211 -5.315  -0.083
63 H 0.109 -1.189 -5.688  0.064
64 H 1.100 -0.365 -4.449  -0.002
65 H 1.058 0.240 -6.097  0.078
66 C -0.156 -0.843 6.355  -0.111
67 C -1.298 -1.730 5.873  -0.213
68 C -1.933 -1.231 4.586  -0.367
69 N -2.198 -0.217 3.942  0.111
70 H 0.719 -0.917 5.696  0.045
71 H 0.170 -1.132 7.358  0.062
72 H -0.478 0.204 6.386  0.074
73 H -0.956 -2.756 5.700  0.093
74 H -2.076 -1.786 6.645  0.105



3.
Molecular formula: ClN3O2
Method: DFT, ωB97M-V with the def2-TZVPD basis set

Output
Max |F| in eV/Å: 5.8
ΔE to the lowest compared entry with this formula, charge and spin in kcal per mole: 118.6
Gap between HOMO and LUMO (spin up / spin down) in eV: 7.81 / 8.86
Molar mass in g mol⁻¹: 109.5
Lowest unoccupied orbital energy (spin up / spin down) in eV: -3.084 / -2.090

Last column: natural (NBO) charge in e.
CARTESIAN COORDINATES (ANGSTROEM)
1 N -0.294 -0.553 -0.175  0.026
2 N -0.582 0.355 1.364  -0.222
3 N 0.533 0.103 -0.946  0.508
4 O 1.176 -0.650 -1.677  -0.329
5 O 0.601 1.292 -0.880  -0.328
6 Cl -1.434 -0.548 2.314  0.345



4.
Molecular formula: C3H8BrCuO3S
Method: DFT, ωB97M-V with the def2-TZVPD basis set

Output
Max |F| in eV/Å: 3.1
Multiplicity: 3
ΔE to the lowest compared entry with this formula, charge and spin in kcal per mole: 10.2
Gap between HOMO and LUMO (spin up / spin down) in eV: 8.12 / 5.78
Molar mass in g mol⁻¹: 267.6
Lowest unoccupied orbital energy (spin up / spin down) in eV: 0.451 / -4.388
⟨S²⟩: 2.01

Last column: Mulliken spin population.
CARTESIAN COORDINATES (ANGSTROEM)
1 Cu -6.078 1.656 -2.620  1.358
2 Br -3.617 1.101 -3.548  0.645
3 O 3.290 -0.087 1.423  0.000
4 S 1.883 0.203 1.166  0.000
5 O 1.397 1.495 0.843  0.000
6 O 1.383 -0.899 -0.002  0.000
7 C 0.066 -0.770 -0.538  0.001
8 C -0.202 0.344 -1.502  0.000
9 C 0.978 -0.547 2.588  0.000
10 H -0.707 -0.645 0.221  0.000
11 H -0.256 -1.679 -1.047  0.000
12 H 0.533 0.321 -2.306  0.001
13 H -0.270 1.322 -1.026  0.001
14 H -1.121 0.320 -2.087  -0.006
15 H -0.104 -0.448 2.498  0.000
16 H 1.473 -0.121 3.460  0.000
17 H 1.352 -1.564 2.476  0.000